Molecular formula: C4H7NOS
Method: DFT, ωB97M-V with the def2-TZVPD basis set

The geometry in XYZ format:
```
14
Properties=species:S:1:pos:R:3:forces:R:3:mulliken_charge:R:1
S 2.907818 -0.436208 0.031766 -0.25 -0.33 -0.36 -0.297
H -1.615554 -2.106224 -0.617358 0.86 0.72 -0.06 0.341
O 0.087445 2.002505 -0.706947 -1.12 -2.18 0.55 -0.505
C 0.865568 1.255679 0.274821 -1.08 -1.24 -2.16 -1.085
H 1.771496 1.756475 0.324329 1.60 0.99 0.19 0.392
C 0.420977 -1.283295 -0.474079 -2.97 0.61 -0.57 -0.538
C 1.279269 -0.218900 -0.165271 1.40 1.58 1.71 0.604
H 0.455967 1.284820 1.284723 -0.38 -0.14 0.24 0.380
C -0.971252 -1.229096 -0.363444 -0.23 -0.75 2.24 -0.107
H -2.653308 -0.485782 0.928948 3.34 0.24 -2.19 0.238
N -1.674020 -0.324768 0.405321 0.23 3.74 2.34 -0.443
H -1.028393 0.636393 0.844667 -3.00 -4.27 -1.58 0.256
H -0.646585 1.372661 -0.978107 1.12 1.37 0.19 0.392
H 0.800577 -2.224263 -0.789366 0.49 -0.34 -0.54 0.372
```
Forces are in eV/Å.

M: 117.17 g mol⁻¹
SMILES: N/C=C\C(=S)CO
ΔE to the lowest compared entry with this formula, charge and spin: 73.6 kcal per mole
charge: 0
LUMO energy: -0.53 eV
E: -18631.3580 eV
orbital gap: 7.612 eV
multiplicity: 1

***

Molecular formula: C4H7NOS
Method: DFT, ωB97M-V with the def2-TZVPD basis set

The geometry in XYZ format:
```
14
Properties=species:S:1:pos:R:3:forces:R:3:mulliken_charge:R:1
H -3.219957 -1.140411 -0.062672 1.28 -0.34 -3.36 0.247
C 0.896240 -0.750866 0.157287 0.16 -2.98 1.75 -0.425
H 2.014609 1.106133 1.127702 -0.95 -0.99 0.64 0.362
H 1.765860 -1.416240 -0.309335 -1.97 1.67 0.58 0.313
C -0.005170 1.482432 0.453325 -2.59 0.81 1.36 -0.467
N -1.075294 -1.891111 -0.900962 -0.49 3.73 -1.56 -0.415
O -2.258866 -1.470168 -1.704621 0.17 -0.68 5.12 -0.374
S -1.076145 0.953421 -1.027963 1.61 -1.99 1.99 -0.011
H 0.579320 -1.439454 1.090784 0.93 1.88 -1.45 0.216
C -0.428939 -0.777016 -0.625357 -0.43 -0.45 -1.16 0.269
H -0.712078 1.152407 1.468899 2.32 1.49 -2.80 0.253
C 1.246149 0.754235 0.405092 2.18 -2.95 -0.53 -0.600
H 0.389243 2.519034 0.385094 -1.63 -0.06 0.31 0.347
H 1.885028 0.917605 -0.457272 -0.59 0.85 -0.91 0.286
```
Forces are in eV/Å.

M: 117.17 g mol⁻¹
ΔE to the lowest compared entry with this formula, charge and spin: 195.2 kcal per mole
charge: 0
LUMO energy: -2.13 eV
E: -18626.0870 eV
orbital gap: 7.063 eV
multiplicity: 1

***

Molecular formula: C4H7NOS
Method: DFT, ωB97M-V with the def2-TZVPD basis set

The geometry in XYZ format:
```
14
Properties=species:S:1:pos:R:3:forces:R:3:mulliken_charge:R:1
H 0.683660 0.918775 1.835926 -0.76 0.33 -0.15 0.344
H -0.083295 -0.561778 -1.794189 0.38 -0.11 -0.77 0.342
N 1.232237 -1.566677 0.481298 -0.31 -0.67 0.30 -0.484
H -1.610014 1.184688 -1.053103 -0.06 0.02 0.04 0.309
H 1.698691 2.090572 0.925890 0.27 0.03 0.36 0.304
H -1.641944 -1.116904 -1.103820 0.26 0.11 -0.32 0.308
H -1.546577 0.650583 0.670453 0.74 -0.28 -1.42 0.351
C -0.646091 -0.704041 -0.895036 -0.53 0.27 1.60 -0.607
C 0.071824 -1.720149 -0.017278 0.29 1.07 0.05 0.034
H -0.423816 -2.674037 0.200249 0.18 0.16 -0.25 0.387
C 1.015932 1.253099 0.849586 0.84 -0.58 -1.18 -0.436
S 2.133718 -0.142672 0.330779 -0.17 0.69 -0.11 -0.025
O 0.074228 1.682439 -0.106863 -0.13 -1.55 0.33 -0.355
C -0.958552 0.706101 -0.323893 -1.00 0.50 1.51 -0.471
```
Forces are in eV/Å.

M: 117.17 g mol⁻¹
SMILES: C1=NSCOCC1
ΔE to the lowest compared entry with this formula, charge and spin: 43.9 kcal per mole
charge: 0
LUMO energy: 0.87 eV
E: -18632.6469 eV
orbital gap: 9.393 eV
multiplicity: 1

***

Molecular formula: C4H7NOS
Method: DFT, ωB97M-V with the def2-TZVPD basis set

The geometry in XYZ format:
```
14
Properties=species:S:1:pos:R:3:forces:R:3:mulliken_charge:R:1
H -2.091771 0.377944 -1.527512 -1.33 0.29 -0.55 0.325
H 2.077731 1.079217 -0.618487 -0.11 -0.47 1.66 0.303
H 1.408860 -1.742453 2.226955 -0.60 0.47 -0.99 0.380
H -1.716755 1.545310 -0.344491 -0.97 -0.96 0.50 0.290
C 0.941683 -0.274324 0.487697 -1.67 -0.43 -2.19 -0.129
C -2.246033 0.540476 -0.462655 2.45 1.17 -1.26 -0.711
O -1.377216 -0.494798 0.039449 -0.73 0.65 0.19 -0.289
H -3.285154 0.575480 -0.122277 0.54 -0.57 0.15 0.239
N 1.751924 0.824470 0.353365 1.05 1.71 -1.42 -0.390
C 1.492945 -0.938885 1.478482 1.67 -1.20 2.64 0.037
H 0.182859 0.371677 -1.287810 -1.45 -0.54 0.34 0.338
H 0.157076 -1.670859 -1.244770 -0.93 3.71 1.92 0.215
C -0.116809 -0.420930 -0.547926 1.60 -3.92 -1.16 -0.505
S 2.820660 0.227675 1.569980 0.47 0.11 0.18 -0.103
```
Forces are in eV/Å.

M: 117.17 g mol⁻¹
ΔE to the lowest compared entry with this formula, charge and spin: 109.5 kcal per mole
charge: 0
LUMO energy: 0.63 eV
E: -18629.8006 eV
orbital gap: 8.973 eV
multiplicity: 1

***

Molecular formula: C4H7NOS
Method: DFT, ωB97M-V with the def2-TZVPD basis set

The geometry in XYZ format:
```
14
Properties=species:S:1:pos:R:3:forces:R:3:mulliken_charge:R:1
H -0.121374 0.179085 -2.064972 -0.33 -0.09 -0.23 0.334
H -1.581505 0.803705 2.038221 -0.94 0.08 1.02 0.337
C 0.194767 1.628668 -0.485010 0.40 0.92 0.93 -0.497
C -1.140939 -0.947185 0.863228 0.51 1.44 0.12 0.148
H 1.532445 0.747645 -1.925318 0.03 0.01 0.10 0.347
H -2.121949 -1.331759 1.104115 0.00 -0.67 0.19 0.386
C -0.875332 0.475557 1.329530 -0.35 0.03 -1.86 -0.647
C 0.639525 0.475460 -1.358995 -0.46 0.07 0.75 -0.540
H 0.100020 0.502005 1.749090 1.14 -0.01 0.55 0.409
S 1.132819 -0.951026 -0.390367 0.69 -0.65 0.16 -0.043
H 1.005936 1.875350 0.238238 -0.11 -0.08 -0.59 0.338
N -0.290155 -1.650640 0.244680 -0.59 -0.51 -0.51 -0.500
O -0.974144 1.460245 0.296592 -0.11 -0.60 -0.42 -0.389
H -0.022570 2.517912 -1.071521 0.11 0.06 -0.21 0.318
```
Forces are in eV/Å.

M: 117.17 g mol⁻¹
SMILES: C1=NSCCOC1
ΔE to the lowest compared entry with this formula, charge and spin: 44.1 kcal per mole
charge: 0
LUMO energy: 0.78 eV
E: -18632.6389 eV
orbital gap: 9.253 eV
multiplicity: 1

***

Molecular formula: C4H7NOS2
Method: DFT, ωB97M-V with the def2-TZVPD basis set

The geometry in XYZ format:
```
15
Properties=species:S:1:pos:R:3:forces:R:3:mulliken_charge:R:1
C -1.611565 0.697759 1.002728 0.32 0.68 0.18 -0.739
C -0.183575 0.207366 0.807242 -0.22 0.09 0.42 -0.577
C 0.357753 2.069761 -0.597737 -0.44 0.64 0.40 0.206
S 0.881289 3.174675 -1.605366 0.09 0.09 -0.19 -0.340
N 0.442650 0.801339 -0.368058 0.00 -0.38 -0.05 0.061
H -2.180009 0.693618 0.075382 -0.07 -0.08 -0.09 0.368
H -0.169537 -0.876472 0.686228 0.02 0.04 -0.01 0.415
S -1.609184 2.445991 1.618859 -0.10 -0.75 -1.07 0.367
C 1.182188 -0.099841 -1.234087 0.35 -0.30 -0.37 -0.932
H 1.604807 0.464280 -2.064017 -0.05 0.01 0.10 0.295
H 0.393679 0.464619 1.706735 -0.05 -0.16 -0.15 0.298
H 1.994121 -0.582606 -0.685550 -0.03 0.03 0.02 0.326
O -0.894278 2.381896 2.909158 0.36 0.02 0.65 -0.469
H 0.521526 -0.874450 -1.632677 0.00 0.05 0.06 0.322
H -2.095806 0.085334 1.758523 -0.17 0.02 0.09 0.399
```
Forces are in eV/Å.

M: 149.24 g mol⁻¹
ΔE to the lowest compared entry with this formula, charge and spin: 67.2 kcal per mole
charge: 0
LUMO energy (spin up / spin down): -0.24 / -0.65 eV
E: -29466.8767 eV
orbital gap (spin up / spin down): 8.136 / 6.809 eV
multiplicity: 1

***

Molecular formula: C4H7NOS2
Method: DFT, ωB97M-V with the def2-TZVPD basis set

The geometry in XYZ format:
```
15
Properties=species:S:1:pos:R:3:forces:R:3:mulliken_charge:R:1
C -1.307202 1.384407 1.421809 -0.18 0.57 2.04 -0.024
C -0.835223 0.250905 -0.843353 1.18 1.79 0.81 -0.055
H 1.287409 0.009524 1.087119 -0.54 -0.37 -0.75 0.179
O 1.224489 -1.975459 0.319464 -3.01 -0.72 -1.07 -0.586
H -1.344926 2.238656 2.172216 0.10 -1.50 -0.65 0.306
H 0.140744 -2.384214 0.043760 4.88 2.83 1.33 0.330
H -1.295338 0.317426 -1.801288 -0.84 -0.18 -0.57 0.423
H 0.900142 0.634874 -1.734624 1.59 1.87 -1.09 0.584
S -1.736120 -0.696239 0.333503 -1.37 -2.89 -1.15 -0.046
C 0.597204 -0.077296 -1.055932 0.71 -4.08 -0.28 -1.176
C 1.470267 -0.515487 0.112559 0.03 -0.32 1.51 -0.168
N -1.675902 0.158764 1.724168 1.11 4.25 -0.70 -0.301
S -0.708702 1.971495 -0.156255 -1.57 -0.98 1.19 -0.091
H 0.684533 -1.033007 -1.647177 -0.40 0.77 0.00 0.350
H 2.598626 -0.284348 0.024030 -1.69 -1.06 -0.61 0.276
```
Forces are in eV/Å.

M: 149.24 g mol⁻¹
ΔE to the lowest compared entry with this formula, charge and spin: 73.8 kcal per mole
charge: 0
LUMO energy: 0.48 eV
E: -29466.5917 eV
orbital gap: 8.863 eV
multiplicity: 1

***

Molecular formula: C4H7NOSi
Method: DFT, ωB97M-V with the def2-TZVPD basis set

The geometry in XYZ format:
```
14
Properties=species:S:1:pos:R:3:forces:R:3:mulliken_charge:R:1
N -1.661465 -1.355809 1.067014 -0.93 1.24 0.34 -0.617
H 1.329671 1.386231 1.136432 0.31 -1.72 -0.96 0.268
Si -1.993936 0.226359 0.816862 -0.51 -0.62 -0.46 0.464
H 2.193632 1.284204 -3.491065 0.43 0.26 0.52 0.364
O 0.444554 -1.494578 -0.684792 3.71 2.27 -0.86 -0.493
H -2.837496 1.247235 1.517029 0.29 -0.50 0.49 -0.086
C 1.125816 -0.288472 -0.330625 -1.86 0.14 -0.52 0.321
H -2.018825 -1.843276 1.901455 0.41 0.45 -0.55 0.214
H -0.301315 -1.561839 -0.121338 -1.77 -0.52 1.81 0.470
C 1.555992 0.444763 -1.529238 0.82 -0.35 0.76 -0.370
C 1.122825 0.287707 0.905822 0.06 1.30 -0.76 -1.100
C 2.099399 1.006470 -2.455039 -1.22 -0.70 -0.30 0.052
H 0.784926 -0.222500 1.774423 -0.21 -0.74 0.34 0.555
H -1.843779 0.883504 -0.506942 0.47 -0.51 0.14 -0.041
```
Forces are in eV/Å.

M: 113.19 g mol⁻¹
SMILES: C#CC(=C)O.N=[SiH2]
ΔE to the lowest compared entry with this formula, charge and spin: 128.1 kcal per mole
charge: 0
LUMO energy: -0.53 eV
E: -15671.9924 eV
orbital gap: 8.465 eV
multiplicity: 1